{
  "formula": "C17H25FN2O18S",
  "method": "ωB97M-V/def2-TZVPD",
  "orbital_gap_ha": 0.369,
  "smiles": "NN(CC=O)S(=O)(=O)F.O=C1OCCO1.O=C1OCCO1.O=C1OCCO1.O=C1OCCO1.O=C1OCCO1",
  "e_homo_ev": -9.857,
  "fmax_ev_per_a": 0.58,
  "symbols": ["N", "N", "C", "C", "O", "S", "O", "O", "F", "H", "H", "H", "H", "H", "O", "C", "O", "C", "C", "O", "H", "H", "H", "H", "O", "C", "O", "C", "C", "O", "H", "H", "H", "H", "O", "C", "O", "C", "C", "O", "H", "H", "H", "H", "O", "C", "O", "C", "C", "O", "H", "H", "H", "H", "O", "C", "O", "C", "C", "O", "H", "H", "H", "H"],
  "xyz": [[-0.51, -5.37, 0.51], [0.54, -5.80, -0.35], [1.79, -6.11, 0.36], [2.08, -7.60, 0.26], [3.12, -8.05, -0.13], [0.68, -5.03, -1.80], [2.03, -4.82, -2.15], [-0.33, -4.04, -1.92], [0.20, -6.21, -2.73], [-1.38, -5.45, 0.01], [-0.35, -4.39, 0.74], [2.64, -5.54, -0.01], [1.62, -5.86, 1.41], [1.25, -8.26, 0.59], [0.09, -11.03, -6.48], [0.56, -9.95, -6.30], [1.86, -9.71, -6.04], [2.09, -8.30, -6.10], [0.70, -7.74, -5.83], [-0.14, -8.79, -6.32], [2.83, -8.01, -5.35], [2.46, -8.05, -7.09], [0.51, -7.60, -4.77], [0.48, -6.82, -6.37], [0.00, -2.45, 0.83], [-0.61, -1.47, 0.56], [-0.10, -0.22, 0.59], [-1.05, 0.67, -0.01], [-2.35, -0.09, 0.15], [-1.90, -1.45, 0.18], [-1.03, 1.63, 0.50], [-0.77, 0.81, -1.06], [-2.84, 0.13, 1.10], [-3.05, 0.05, -0.66], [-0.08, 3.25, 2.28], [0.83, 2.64, 2.75], [2.13, 2.96, 2.58], [2.92, 2.12, 3.43], [2.00, 0.93, 3.66], [0.71, 1.53, 3.50], [3.85, 1.87, 2.93], [3.13, 2.66, 4.36], [2.11, 0.16, 2.89], [2.08, 0.49, 4.64], [0.25, 9.86, 2.14], [0.07, 8.77, 2.56], [0.44, 7.63, 1.92], [0.22, 6.52, 2.80], [-0.84, 7.06, 3.74], [-0.57, 8.47, 3.71], [-0.12, 5.65, 2.23], [1.16, 6.28, 3.30], [-1.85, 6.89, 3.37], [-0.75, 6.70, 4.76], [-4.43, 5.92, 1.05], [-3.75, 6.78, 0.59], [-4.20, 7.92, 0.02], [-3.09, 8.80, -0.20], [-1.93, 7.83, -0.27], [-2.39, 6.75, 0.55], [-3.25, 9.36, -1.11], [-3.01, 9.48, 0.65], [-1.76, 7.45, -1.28], [-1.00, 8.22, 0.14]]
}